Formula: C18H18ClO6
Source: OMol25
Level of theory: ωB97M-V/def2-TZVPD

Geometry as XYZ:
```
43
Properties=species:S:1:pos:R:3:mulliken_charge:R:1
Cl 5.517 -61.652 -2.279 -0.679
C 5.440 -57.055 0.479 -0.579
C 4.761 -55.761 0.049 -0.624
C 3.712 -55.860 -0.780 0.924
C 3.212 -57.118 -1.235 -0.697
C 3.919 -58.341 -0.847 -0.282
C 4.987 -58.315 -0.033 -0.165
O 5.583 -59.474 0.208 -0.251
O 2.917 -54.764 -1.077 -0.605
H 6.214 -56.981 1.153 0.530
H 5.159 -54.786 0.535 0.242
H 2.447 -56.921 -2.129 0.176
H 3.723 -59.202 -1.180 0.889
H 5.557 -60.066 -0.540 -0.077
H 1.950 -54.925 -1.103 0.323
C 5.929 -63.706 1.807 -0.006
C 6.281 -64.112 3.259 -0.566
C 5.370 -63.721 4.274 0.742
C 4.083 -63.252 3.971 -0.408
C 3.760 -62.919 2.713 -0.639
C 4.672 -63.041 1.538 0.243
O 4.317 -62.550 0.368 -0.394
O 5.667 -64.022 5.647 -0.584
H 6.856 -63.740 1.086 0.249
H 7.361 -64.599 3.691 0.033
H 3.387 -63.288 4.882 0.247
H 2.859 -62.564 2.675 0.561
H 4.879 -62.615 -0.269 0.181
H 6.699 -63.953 5.848 0.313
C 9.868 -58.991 -1.012 -0.481
C 8.688 -59.989 -1.066 -0.454
C 8.782 -61.009 -0.097 0.545
C 9.863 -61.160 0.853 -0.813
C 10.876 -60.271 0.738 -0.197
C 11.002 -59.260 -0.124 0.507
O 12.050 -58.404 -0.217 -0.571
O 7.759 -61.898 0.040 -0.363
H 9.743 -58.293 -1.821 0.231
H 7.900 -59.652 -1.617 0.518
H 9.948 -62.000 1.742 0.173
H 11.697 -60.088 1.374 0.354
H 11.832 -57.682 -0.887 0.316
H 7.269 -61.837 -0.608 0.139
```

As for the HOMO energy: -5.237 eV. The value obtained for the max |F| is 13.68 eV Å⁻¹. As for the net charge: -1. The calculation puts the orbital gap at 0.291 Eh. For the energy relative to the best compared isomer or geometry (same formula, charge and spin), the calculation gives 345.48 kJ/mol. The spin multiplicity is 1.



Formula: C3H19O9
Source: OMol25
Level of theory: ωB97M-V/def2-TZVPD

Geometry as XYZ:
```
31
Properties=species:S:1:pos:R:3:mulliken_charge:R:1
O -0.223 -1.765 -1.447 -0.749
C -0.423 -0.921 -0.577 0.360
O -1.550 -0.568 -0.254 -0.820
C 0.734 -0.009 0.123 0.680
C 2.095 -0.736 0.116 -1.704
H 0.797 0.979 -0.348 0.239
H 0.433 0.155 1.207 -0.019
H 2.034 -1.755 -0.406 0.293
H 2.847 -0.138 -0.380 0.356
H 2.425 -0.922 1.185 0.419
H 2.706 1.184 1.354 0.319
H 2.116 2.492 1.076 0.343
O 2.362 1.919 1.885 -0.677
H -1.743 1.855 0.882 0.403
H -1.618 1.131 -0.498 0.398
O -1.614 2.042 -0.057 -0.803
H -0.753 1.050 2.569 0.411
H 0.032 2.242 2.131 0.358
O -0.742 1.987 2.575 -0.761
H 1.437 -1.844 -3.914 0.270
H 1.430 -2.146 -2.443 0.406
O 1.995 -2.174 -3.310 -0.677
H -0.268 2.889 0.145 0.409
H 0.294 4.117 0.893 0.234
O 0.563 3.293 0.569 -0.674
H -1.645 -2.891 -2.827 0.329
H -2.346 -1.739 -2.078 0.339
O -2.528 -2.531 -2.676 -0.684
H -1.725 -1.239 2.278 0.331
H -0.193 -1.708 1.892 0.334
O -0.849 -1.416 2.629 -0.664
```

As for the HOMO energy: -6.137 eV. The value obtained for the max |F| is 6.12 eV Å⁻¹. As for the net charge: -1. The calculation puts the orbital gap at 0.340 Eh. The spin multiplicity is 1.



Formula: C42H79F3N2O16S5
Source: OMol25
Level of theory: ωB97M-V/def2-TZVPD

Geometry as XYZ:
```
147
Properties=species:S:1:pos:R:3:mulliken_charge:R:1
N -2.557 3.129 2.056 0.067
H -3.395 3.072 2.626 0.418
H -2.646 3.860 1.337 0.365
H -2.410 2.241 1.467 -0.004
H -1.757 3.291 2.685 0.518
C 8.836 3.049 -1.173 -1.310
C 7.734 3.411 -0.137 -0.339
C 6.334 3.454 -0.751 -0.774
N 5.210 3.678 0.211 1.206
C 5.517 4.871 1.081 -1.178
C 4.935 2.461 1.088 -1.121
C 3.751 1.699 0.490 1.479
C 3.192 2.601 -0.614 1.751
C 3.937 3.924 -0.562 -1.413
H 9.095 3.968 -1.699 0.333
H 8.510 2.326 -1.916 0.358
H 9.660 2.741 -0.537 0.367
H 8.021 4.386 0.255 0.320
H 7.770 2.681 0.673 0.372
H 6.164 2.470 -1.193 0.407
H 6.312 4.227 -1.517 0.406
H 6.380 4.681 1.705 0.396
H 4.632 5.018 1.699 0.384
H 5.588 5.697 0.375 0.384
H 4.634 2.821 2.070 0.220
H 5.800 1.820 1.230 0.318
H 2.982 1.554 1.243 -1.277
H 4.095 0.734 0.122 0.522
H 2.133 2.784 -0.428 -0.727
H 3.219 2.157 -1.611 -0.674
H 3.335 4.625 0.019 0.269
H 4.076 4.389 -1.535 0.411
C 1.509 6.080 3.563 0.424
F 1.408 5.813 4.852 -0.204
F 0.693 7.064 3.237 -0.207
F 2.763 6.459 3.309 -0.218
S 1.174 4.513 2.536 1.236
O 2.356 3.703 2.793 -0.631
O -0.044 3.902 3.074 -0.909
O 1.049 4.915 1.145 -0.668
C 0.029 0.682 0.760 0.855
C -1.343 0.029 0.769 2.053
C -1.538 -0.766 2.077 -1.098
O -2.385 0.878 0.466 -1.138
H 0.866 -0.015 0.862 -0.170
H 0.120 1.545 1.437 0.003
H 0.211 1.178 -0.206 -1.427
H -1.281 -0.763 -0.017 -0.652
H -2.293 -1.546 2.002 0.073
H -1.758 -0.045 2.867 0.407
H -0.623 -1.345 2.259 -0.095
O 4.471 -0.220 5.707 -0.666
S 3.862 -0.083 4.420 0.981
O 4.593 0.355 3.247 -0.551
O 3.207 -1.492 4.041 -0.506
C 2.361 -1.523 2.891 0.664
C 2.331 -2.924 2.343 -0.819
C 2.423 0.982 4.450 -0.472
H 2.730 -0.823 2.133 -0.165
H 1.357 -1.135 3.087 0.208
H 2.573 -3.674 3.097 0.409
H 3.118 -3.068 1.600 0.261
H 1.383 -3.157 1.861 -0.007
H 1.746 0.441 5.117 0.488
H 1.943 0.983 3.476 -0.170
H 2.675 1.979 4.789 0.387
O -6.060 0.551 -2.772 -0.653
S -5.855 -0.872 -2.845 1.270
O -6.795 -1.830 -2.339 -0.623
O -5.611 -1.181 -4.434 -0.324
C -5.531 -2.562 -4.822 0.110
C -5.555 -2.515 -6.361 -1.363
C -4.181 -1.177 -2.203 -0.200
H -6.393 -3.127 -4.471 0.300
H -4.591 -2.986 -4.461 0.144
H -6.563 -2.198 -6.630 0.326
H -5.341 -3.531 -6.700 0.392
H -4.891 -1.819 -6.869 0.337
H -3.986 -2.226 -2.008 -0.203
H -4.090 -0.553 -1.307 0.433
H -3.499 -0.728 -2.924 0.096
O -2.563 -6.150 0.079 -0.654
S -3.401 -5.066 -0.312 1.124
O -3.783 -4.807 -1.681 -0.576
O -4.706 -5.179 0.627 -0.426
C -5.706 -4.143 0.476 0.755
C -7.067 -4.730 0.235 -1.416
C -2.722 -3.550 0.402 -0.383
H -5.383 -3.464 -0.315 -0.335
H -5.700 -3.545 1.391 0.268
H -7.297 -5.024 -0.785 0.269
H -7.859 -4.084 0.615 0.383
H -7.121 -5.616 0.877 0.387
H -2.901 -3.485 1.469 0.404
H -3.195 -2.713 -0.104 0.191
H -1.663 -3.530 0.149 -0.083
O -3.367 4.309 -0.289 -0.825
S -3.438 4.190 -1.718 1.273
O -4.376 4.939 -2.495 -0.664
O -1.975 4.479 -2.356 -0.520
C -0.818 4.137 -1.581 0.917
C 0.389 4.605 -2.379 -0.970
C -3.709 2.474 -2.108 -0.437
H -0.786 3.044 -1.531 -0.488
H -0.796 4.562 -0.578 0.422
H 0.327 4.322 -3.429 0.380
H 1.277 4.165 -1.923 -0.207
H 0.545 5.685 -2.351 0.448
H -3.893 2.390 -3.174 0.419
H -4.630 2.199 -1.596 0.462
H -2.916 1.869 -1.671 -0.351
C -2.172 -4.702 4.511 -0.280
C -2.207 -5.429 5.687 -0.560
C -1.209 -6.356 5.987 -0.456
C -0.109 -6.427 5.141 -0.386
C -0.042 -5.667 3.982 -0.650
C -1.079 -4.781 3.660 0.473
H -2.981 -4.023 4.265 0.371
H -2.974 -5.387 6.452 0.340
H -1.222 -7.036 6.827 0.367
H 0.685 -7.134 5.349 0.340
H 0.815 -5.665 3.321 0.384
H -0.924 -4.091 2.841 0.058
C 0.122 -4.968 -1.962 -0.286
C -0.368 -3.745 -2.366 -0.965
C 0.238 -2.540 -1.956 0.283
C 1.474 -2.643 -1.366 -0.238
C 1.991 -3.861 -0.955 -0.536
C 1.312 -5.047 -1.234 -0.768
H -0.340 -5.884 -2.308 0.399
H -1.269 -3.705 -2.967 0.501
H -0.236 -1.616 -2.248 0.256
H 1.994 -1.701 -1.204 0.419
H 2.948 -4.036 -0.481 0.468
H 1.750 -5.955 -0.848 0.443
C 0.604 1.069 -2.862 0.940
C -0.745 0.813 -3.076 0.814
C -1.229 0.866 -4.375 -0.878
C -0.436 1.338 -5.406 -0.849
C 0.906 1.605 -5.180 -0.715
C 1.446 1.449 -3.902 -1.115
H 1.077 0.867 -1.907 0.214
H -1.397 0.423 -2.305 0.225
H -2.266 0.599 -4.552 0.313
H -0.766 1.566 -6.412 0.392
H 1.515 1.896 -6.026 0.370
H 2.498 1.634 -3.730 0.372
```

As for the HOMO energy: -7.638 eV. The value obtained for the max |F| is 2.05 eV Å⁻¹. The calculation puts the orbital gap at 0.273 Eh. The spin multiplicity is 1.



Formula: C15H24N4ORuS5Si2
Source: OMol25
Level of theory: ωB97M-V/def2-TZVPD

Geometry as XYZ:
```
52
Properties=species:S:1:pos:R:3:mulliken_charge:R:1
Ru -0.291 0.399 0.314 1.111
O 6.531 -1.304 -0.519 -0.607
C 5.376 -1.033 -0.348 0.595
S 4.235 -2.052 0.541 -0.190
C 2.798 -1.034 0.348 0.151
C 2.976 0.121 -0.357 0.103
S 1.806 1.301 -0.746 -0.459
S 4.607 0.433 -0.954 -0.196
S 1.347 -1.597 1.045 -0.462
N 3.512 1.736 3.577 -0.508
C 2.328 2.166 3.012 0.075
C 1.332 1.261 2.670 -0.374
N 0.179 1.635 2.050 0.264
C 0.053 2.985 1.888 0.000
C 1.000 3.865 2.342 -0.524
N 2.162 3.494 2.899 -0.609
H 3.811 0.811 3.308 0.258
H 4.243 2.433 3.543 0.285
H 1.469 0.204 2.865 0.619
H -0.846 3.351 1.405 0.297
H 0.829 4.933 2.274 0.384
S -0.628 -3.057 -2.844 -0.482
C -0.786 -1.865 -1.806 0.374
N -0.968 -0.972 -1.062 -1.040
C -4.784 -1.133 0.832 -1.188
Si -3.243 -0.285 1.581 0.456
C -1.992 -1.653 2.072 -0.732
C -3.758 0.499 3.256 -1.271
C -2.472 1.099 0.555 -0.389
Si -2.892 1.705 -1.186 0.480
C -3.399 3.554 -1.025 -1.312
C -1.442 1.725 -2.447 -0.813
C -4.304 0.808 -2.108 -1.225
H -5.192 -1.860 1.528 0.350
H -4.542 -1.652 -0.089 0.336
H -5.564 -0.410 0.616 0.302
H -2.311 -2.194 2.961 0.508
H -1.018 -1.203 2.299 -0.024
H -1.843 -2.379 1.276 0.313
H -4.186 -0.238 3.928 0.350
H -4.493 1.287 3.127 0.334
H -2.894 0.929 3.752 0.318
H -2.342 1.954 1.223 0.355
H -2.536 4.171 -0.794 0.315
H -4.137 3.701 -0.244 0.342
H -3.826 3.923 -1.952 0.351
H -0.478 1.827 -1.942 0.026
H -1.527 2.545 -3.156 0.438
H -1.419 0.800 -3.014 0.278
H -5.235 0.819 -1.556 0.334
H -4.037 -0.224 -2.302 0.331
H -4.484 1.286 -3.065 0.374
```

As for the HOMO energy (spin up / spin down): -4.272 / -4.258 eV. The value obtained for the max |F| is 2.80 eV Å⁻¹. As for the net charge: -1. Its expectation value of S² is 0.878. The calculation puts the orbital gap (spin up / spin down) at 0.203 / 0.215 Eh. For the energy relative to the best compared isomer or geometry (same formula, charge and spin), the calculation gives 269.33 kJ/mol. The spin multiplicity is 2.



| no. | E (eV) |
| --- | --- |
| 1 | -43761.02989 |
| 2 | -21849.31828 |
| 3 | -142901.47169 |
| 4 | -96469.78709 |